w:
A molecular structure, C59H60BBr2Cl2N7O5Sn. Source: OMol25; level of theory: the ωB97M-V functional and the def2-TZVPD basis.

Each line ends with the Mulliken charge.
Element x y z (Å)
Sn  0.08  -0.80  0.15  1.371
O  3.76  -1.79  -4.13  -0.735
C  3.27  -3.03  -3.84  0.350
C  3.89  -4.13  -4.42  -0.696
C  3.41  -5.40  -4.16  -0.330
C  2.31  -5.58  -3.35  -0.829
C  1.69  -4.49  -2.77  -0.471
C  2.17  -3.21  -3.00  0.234
C  1.54  -2.00  -2.32  0.114
O  0.46  -2.28  -1.58  -0.672
N  1.25  -1.02  -3.42  -0.188
N  0.50  0.03  -3.02  0.205
C  -0.26  0.63  -3.87  -0.901
C  -1.20  1.60  -3.46  0.741
Br  -1.69  1.37  -1.57  -0.005
C  -1.83  2.62  -4.13  -0.760
C  -1.51  3.26  -5.36  0.763
C  -2.38  4.26  -5.85  -0.638
C  -2.12  4.96  -7.00  -0.537
C  -0.98  4.69  -7.75  -0.445
C  -0.11  3.71  -7.29  -0.845
C  -0.36  3.01  -6.13  -0.206
H  3.14  -1.13  -3.76  0.446
H  4.75  -3.97  -5.06  0.409
H  3.91  -6.26  -4.61  0.354
H  1.93  -6.58  -3.16  0.396
H  0.83  -4.59  -2.14  0.421
H  2.35  -1.52  -1.72  0.278
H  0.88  -1.49  -4.25  0.264
H  -0.28  0.34  -4.93  0.428
H  -2.67  3.06  -3.60  -0.016
H  -3.28  4.50  -5.28  0.369
H  -2.80  5.74  -7.33  0.370
H  -0.77  5.24  -8.66  0.360
H  0.79  3.50  -7.86  0.369
H  0.36  2.29  -5.78  0.448
Br  4.53  4.73  6.54  -0.203
C  4.40  2.81  6.54  -0.101
C  4.84  2.10  5.43  -0.234
C  4.73  0.73  5.43  -0.166
C  4.23  0.03  6.55  0.371
C  3.80  0.80  7.66  -0.471
C  3.87  2.17  7.65  -0.491
N  4.40  -1.30  6.71  -0.618
N  4.45  -2.19  5.80  -0.563
C  3.78  -2.11  4.63  0.028
C  4.40  -2.72  3.52  -0.285
C  3.95  -2.54  2.24  -0.974
C  2.76  -1.83  1.96  0.045
O  2.39  -1.54  0.78  -0.473
C  1.95  -1.49  3.11  -0.274
N  0.68  -1.14  2.84  0.909
C  -0.14  -0.89  3.83  -0.171
C  0.27  -0.93  5.17  -1.043
C  1.57  -1.26  5.46  -0.757
C  2.46  -1.56  4.43  0.905
H  5.28  2.61  4.59  0.429
H  5.10  0.17  4.58  0.367
H  3.42  0.29  8.53  0.422
H  3.54  2.75  8.50  0.381
H  5.33  -3.23  3.71  0.378
H  4.52  -2.93  1.41  0.441
H  -1.15  -0.67  3.55  0.175
H  -0.44  -0.72  5.96  0.386
H  1.90  -1.32  6.49  0.551
Cl  -0.89  -3.80  0.85  -0.089
C  -2.56  -3.40  0.46  0.123
Cl  -2.70  -3.08  -1.26  -0.161
C  -2.98  -2.11  1.27  -0.087
O  -3.96  -2.24  1.98  -0.721
O  -2.26  -1.11  1.09  -0.390
H  -3.20  -4.24  0.70  0.402
C  -3.66  2.48  5.02  -1.789
C  -3.30  1.26  4.16  2.824
C  -3.46  -0.02  4.98  -1.986
C  -4.16  1.28  2.92  0.329
C  -5.36  0.59  2.90  -0.206
C  -6.22  0.71  1.83  -1.414
C  -5.91  1.57  0.79  -0.883
C  -4.71  2.26  0.76  0.678
C  -4.45  3.22  -0.38  1.936
C  -4.95  2.67  -1.72  -1.648
C  -5.13  4.58  -0.12  -1.592
C  -3.80  2.07  1.81  -0.226
N  -2.54  2.73  1.80  1.140
B  -1.20  2.28  1.56  1.260
N  -0.39  3.45  1.74  0.762
C  -1.23  4.53  2.01  -1.577
C  -2.50  4.09  2.06  -0.960
C  1.00  3.73  1.67  -0.720
C  1.56  4.02  0.41  0.116
C  2.90  4.37  0.33  -0.189
C  3.69  4.44  1.46  -1.576
C  3.12  4.18  2.69  -0.532
C  1.78  3.83  2.83  0.199
C  1.32  3.58  4.24  2.339
C  0.87  2.13  4.42  -0.677
C  0.26  4.57  4.75  -1.760
C  0.73  4.02  -0.85  3.264
C  1.38  3.22  -1.97  -1.325
C  0.46  5.46  -1.30  -1.834
H  -3.05  2.51  5.92  0.434
H  -4.71  2.44  5.33  0.326
H  -3.51  3.41  4.47  0.309
H  -2.26  1.35  3.86  -1.462
H  -4.42  -0.05  5.49  0.640
H  -2.68  -0.07  5.74  0.160
H  -3.39  -0.88  4.32  0.305
H  -5.63  -0.05  3.72  0.337
H  -7.14  0.14  1.80  0.340
H  -6.61  1.68  -0.02  0.246
H  -3.38  3.39  -0.46  -0.638
H  -6.03  2.66  -1.77  0.512
H  -4.59  1.66  -1.87  0.317
H  -4.59  3.30  -2.53  0.190
H  -6.21  4.46  -0.02  0.339
H  -4.92  5.25  -0.95  0.435
H  -4.76  5.03  0.79  0.304
H  -0.85  5.52  2.13  0.517
H  -3.39  4.64  2.29  0.520
H  3.33  4.60  -0.64  0.389
H  4.73  4.71  1.39  0.398
H  3.74  4.26  3.57  0.319
H  2.19  3.73  4.89  -0.811
H  0.05  1.89  3.76  -0.701
H  0.56  1.96  5.45  0.589
H  1.70  1.47  4.20  0.017
H  -0.70  4.42  4.26  0.140
H  0.59  5.59  4.57  0.395
H  0.13  4.44  5.82  0.474
H  -0.24  3.56  -0.63  -1.635
H  2.37  3.60  -2.23  0.328
H  0.76  3.26  -2.87  0.309
H  1.48  2.17  -1.68  0.167
H  1.39  5.96  -1.58  0.361
H  -0.01  6.03  -0.50  0.337
H  -0.20  5.46  -2.16  0.381

Properties
HOMO = -0.5 eV
orbital gap = 3.91 eV
LUMO level = 0.1266 Eh
total charge = -2

x:
A molecular structure, C59H60BBr2Cl2N7O5Sn. Source: OMol25; level of theory: the ωB97M-V functional and the def2-TZVPD basis.

Each line ends with the Mulliken charge.
Element x y z (Å)
Sn  0.39  -1.55  -0.47  2.039
O  3.79  -2.63  -4.99  -0.734
C  3.53  -3.83  -4.39  0.462
C  4.27  -4.93  -4.78  -0.722
C  4.03  -6.17  -4.21  -0.230
C  3.05  -6.32  -3.24  -0.940
C  2.31  -5.21  -2.85  -0.328
C  2.54  -3.96  -3.40  -0.016
C  1.77  -2.75  -2.88  0.595
O  0.81  -3.07  -2.00  -0.674
N  1.22  -2.05  -4.11  -0.339
N  0.44  -1.00  -3.75  0.146
C  -0.53  -0.65  -4.49  -1.183
C  -1.41  0.46  -4.09  0.618
Br  -1.57  0.66  -2.20  -0.016
C  -2.11  1.25  -4.91  -0.681
C  -2.01  1.37  -6.38  0.520
C  -3.04  2.03  -7.05  -0.552
C  -3.02  2.20  -8.42  -0.568
C  -1.95  1.73  -9.17  -0.386
C  -0.90  1.10  -8.51  -0.750
C  -0.92  0.93  -7.14  -0.403
H  3.04  -2.04  -4.78  0.485
H  5.03  -4.80  -5.54  0.418
H  4.62  -7.03  -4.52  0.342
H  2.86  -7.28  -2.79  0.405
H  1.55  -5.27  -2.08  0.259
H  2.52  -2.03  -2.49  0.148
H  0.75  -2.73  -4.71  0.248
H  -0.77  -1.19  -5.41  0.616
H  -2.85  1.90  -4.46  0.133
H  -3.88  2.40  -6.47  0.427
H  -3.84  2.72  -8.91  0.365
H  -1.92  1.87  -10.24  0.358
H  -0.04  0.75  -9.08  0.379
H  -0.07  0.48  -6.65  0.624
Br  2.91  2.20  7.21  -0.208
C  3.31  0.40  6.74  0.036
C  3.99  0.14  5.55  0.115
C  4.29  -1.16  5.21  -0.111
C  3.95  -2.21  6.06  -0.141
C  3.27  -1.93  7.25  -0.294
C  2.94  -0.63  7.58  -0.604
N  4.44  -3.55  5.91  -0.685
N  4.58  -4.09  4.79  -0.485
C  3.95  -3.66  3.62  0.169
C  4.70  -3.85  2.46  -0.004
C  4.32  -3.37  1.22  -1.049
C  3.07  -2.73  1.05  0.127
O  2.69  -2.23  -0.04  -0.520
C  2.18  -2.73  2.22  -0.493
N  0.91  -2.33  1.98  1.116
C  0.02  -2.33  2.95  -0.186
C  0.35  -2.77  4.24  -1.302
C  1.63  -3.19  4.50  -0.613
C  2.61  -3.16  3.49  0.646
H  4.27  0.95  4.90  0.406
H  4.81  -1.36  4.28  0.288
H  3.03  -2.75  7.91  0.421
H  2.41  -0.41  8.50  0.410
H  5.65  -4.35  2.59  0.386
H  4.96  -3.49  0.36  0.450
H  -0.97  -2.00  2.69  -0.165
H  -0.41  -2.80  5.00  0.573
H  1.87  -3.56  5.49  0.611
Cl  0.06  -5.20  0.31  -0.148
C  -1.64  -4.85  -0.13  0.106
Cl  -1.84  -4.72  -1.90  -0.194
C  -2.14  -3.58  0.59  -0.124
O  -3.07  -3.79  1.37  -0.721
O  -1.55  -2.49  0.37  -0.457
H  -2.22  -5.70  0.20  0.486
C  -2.90  1.31  4.03  -1.626
C  -2.93  0.23  2.94  3.482
C  -3.12  -1.15  3.56  -2.252
C  -3.96  0.58  1.88  0.010
C  -5.21  -0.04  1.87  -0.650
C  -6.17  0.31  0.94  -1.475
C  -5.88  1.27  -0.01  -0.784
C  -4.65  1.91  -0.04  0.856
C  -4.40  2.99  -1.08  1.776
C  -4.88  2.58  -2.47  -2.023
C  -5.09  4.30  -0.69  -1.538
C  -3.68  1.56  0.91  -0.411
N  -2.41  2.19  0.92  0.897
B  -1.08  1.56  0.66  0.299
N  -0.24  2.75  0.88  0.548
C  -0.99  3.89  1.19  -1.026
C  -2.29  3.55  1.23  -0.805
C  1.17  2.85  0.77  0.161
C  1.72  3.17  -0.49  0.534
C  3.09  3.37  -0.61  -0.552
C  3.92  3.26  0.49  -1.568
C  3.37  2.92  1.72  -1.155
C  2.01  2.69  1.89  -0.291
C  1.55  2.23  3.27  1.662
C  1.12  0.76  3.29  -0.553
C  0.49  3.12  3.92  -1.515
C  0.82  3.32  -1.70  3.399
C  1.30  2.49  -2.89  -1.644
C  0.68  4.80  -2.08  -1.874
H  -2.13  1.08  4.77  0.363
H  -3.87  1.35  4.54  0.347
H  -2.69  2.29  3.61  0.269
H  -1.96  0.24  2.43  -1.560
H  -3.98  -1.16  4.25  0.579
H  -2.24  -1.40  4.16  0.199
H  -3.28  -1.93  2.81  0.429
H  -5.42  -0.82  2.59  0.324
H  -7.12  -0.20  0.93  0.339
H  -6.63  1.53  -0.75  0.274
H  -3.32  3.16  -1.13  -0.246
H  -5.97  2.56  -2.53  0.402
H  -4.51  1.59  -2.75  0.426
H  -4.54  3.31  -3.21  0.471
H  -6.17  4.15  -0.63  0.355
H  -4.89  5.07  -1.45  0.411
H  -4.74  4.68  0.27  0.303
H  -0.53  4.85  1.39  0.427
H  -3.13  4.16  1.50  0.291
H  3.51  3.61  -1.57  0.352
H  4.98  3.42  0.39  0.365
H  4.03  2.81  2.58  0.432
H  2.45  2.31  3.89  0.324
H  0.28  0.58  2.63  -0.652
H  0.85  0.47  4.31  0.540
H  1.94  0.11  2.97  0.228
H  -0.48  3.00  3.45  -0.129
H  0.77  4.18  3.87  0.377
H  0.40  2.85  4.98  0.429
H  -0.16  2.95  -1.43  -1.583
H  2.31  2.79  -3.22  0.327
H  0.63  2.62  -3.74  0.431
H  1.33  1.43  -2.64  0.272
H  1.64  5.22  -2.40  0.359
H  0.31  5.39  -1.24  0.343
H  -0.03  4.92  -2.91  0.394

Properties
HOMO = -0.8 eV
orbital gap = 4.41 eV
LUMO level = 0.1325 Eh
total charge = -2

The data favor x; the next most stable structure lies 0.0584 hartree above it.